i:
8
Properties=species:S:1:pos:R:3 method="wB97M-V/def2-TZVPD" homo_lumo_gap_ev=7.66 smiles="OC(=S)C(O)=S"
O 0.299 -0.617 -1.555
C 0.065 0.244 -0.596
S -0.297 1.788 -0.628
C 0.040 -0.505 0.842
O -0.273 0.242 1.875
S 0.873 -1.903 0.870
H -0.215 -0.380 -2.536
H -0.493 1.130 1.729

---

ii:
8
Properties=species:S:1:pos:R:3 method="wB97M-V/def2-TZVPD" homo_lumo_gap_ev=7.55
C -0.065 0.829 1.847
C -0.152 0.375 0.422
O -2.493 -0.457 -1.011
O -3.125 -0.234 -3.328
S -1.256 1.677 1.048
S -3.261 0.259 -2.019
H 0.813 0.572 -0.150
H -0.650 -0.444 -0.094

---

iii:
8
Properties=species:S:1:pos:R:3 method="wB97M-V/def2-TZVPD" homo_lumo_gap_ev=7.39
C -0.896 0.648 -0.631
C -1.522 0.084 0.385
O 1.627 0.163 1.046
O -0.495 1.125 -1.595
S 2.461 -0.072 -0.056
S 2.455 -1.948 -0.624
H -1.830 -0.908 0.522
H -1.800 0.906 0.952

---

iv:
8
Properties=species:S:1:pos:R:3 method="wB97M-V/def2-TZVPD" homo_lumo_gap_ev=9.11 smiles="O=C(S)C(=O)S"
O 0.594 1.767 0.355
C 0.645 0.544 0.237
S 2.226 -0.249 -0.281
C -0.573 -0.487 0.135
O -0.628 -1.671 0.432
S -2.206 0.179 -0.292
H 1.597 -1.450 0.293
H -2.078 1.470 0.349

---

Least stable structure: ii

---

i:
68
Properties=species:S:1:pos:R:3 method="wB97M-V/def2-TZVPD" homo_lumo_gap_ev="5.45 / 5.82" charge=+4
Pb -1.469 2.789 -1.145
P 1.449 -0.749 1.937
P 1.317 2.473 -0.056
P -1.080 -2.577 -0.449
H -0.188 2.881 -4.693
C -1.145 2.412 -4.424
C -2.017 2.954 -3.465
H -1.921 4.035 -3.204
C 2.877 -1.732 1.247
C 2.337 0.349 3.144
C 0.889 -1.885 3.284
C 1.253 3.744 -1.411
C 1.658 3.500 1.441
C 3.018 1.830 -0.318
C -2.399 -2.676 -1.559
C -1.621 -2.973 1.214
C 0.378 -3.478 -0.913
H -1.491 1.711 -5.190
H -3.031 2.516 -3.419
H 3.455 -2.169 2.068
H 3.533 -1.093 0.641
H 2.492 -2.532 0.600
H 2.818 -0.258 3.929
H 1.593 1.010 3.606
H 3.102 0.964 2.658
H 1.759 -2.204 3.878
H 0.371 -2.773 2.919
H 0.191 -1.320 3.919
H 2.087 4.426 -1.227
H 0.384 4.419 -1.488
H 1.373 3.218 -2.368
H 2.696 3.879 1.392
H 1.542 2.878 2.348
H 0.931 4.328 1.492
H 3.749 2.640 -0.155
H 3.115 1.470 -1.353
H 3.270 1.001 0.366
H -2.909 -3.639 -1.522
H -2.030 -2.522 -2.565
H -3.078 -1.842 -1.390
H -2.543 -3.583 1.176
H -1.917 -2.013 1.672
H -0.832 -3.487 1.781
H 0.149 -4.355 -1.524
H 0.964 -3.854 -0.071
H 0.998 -2.837 -1.549
C -0.672 0.016 -3.024
C 0.512 -0.372 -3.712
C 0.419 -1.221 -4.789
C -0.829 -1.657 -5.231
C -2.007 -1.135 -4.672
C -1.953 -0.307 -3.567
O -0.581 0.499 -1.823
H -0.687 -1.216 -0.461
H 1.473 -0.100 -3.311
H 1.325 -1.652 -5.208
H -0.907 -2.400 -6.054
H -2.960 -1.290 -5.154
H -2.864 -0.024 -3.035
C -2.211 0.027 6.138
C -1.581 1.242 5.425
C -1.236 0.996 4.021
N -1.083 0.934 2.871
H -3.091 -0.297 5.584
H -2.548 0.289 7.139
H -1.564 -0.841 6.234
H -2.358 2.029 5.426
H -0.672 1.603 5.950

---

ii:
68
Properties=species:S:1:pos:R:3 method="wB97M-V/def2-TZVPD" homo_lumo_gap_ev="6.04 / 5.68" charge=+4
Pb -1.683 2.765 -2.354
P 1.161 -0.643 1.179
P 1.074 2.673 -1.067
P -1.325 -2.720 -1.310
H -0.318 3.296 -4.704
C -1.314 2.837 -4.634
C -2.511 3.560 -4.316
H -2.572 4.648 -4.291
C 2.583 -1.604 0.480
C 2.168 0.493 2.246
C 0.717 -1.864 2.502
C 1.253 3.983 -2.356
C 1.319 3.672 0.450
C 2.698 1.873 -1.268
C -2.701 -2.889 -2.418
C -1.899 -2.956 0.367
C 0.109 -3.602 -1.874
H -1.424 1.930 -5.235
H -3.509 3.110 -4.388
H 3.155 -2.043 1.307
H 3.233 -0.949 -0.113
H 2.203 -2.399 -0.175
H 2.693 -0.104 3.004
H 1.504 1.210 2.742
H 2.899 1.042 1.640
H 1.617 -2.066 3.100
H 0.353 -2.799 2.060
H -0.069 -1.446 3.142
H 2.206 4.506 -2.208
H 0.418 4.693 -2.267
H 1.226 3.515 -3.348
H 2.342 4.080 0.454
H 1.150 3.046 1.339
H 0.586 4.493 0.457
H 3.471 2.644 -1.131
H 2.756 1.464 -2.286
H 2.847 1.052 -0.555
H -3.238 -3.824 -2.206
H -2.399 -2.912 -3.469
H -3.401 -2.052 -2.299
H -2.889 -3.421 0.342
H -1.982 -1.973 0.849
H -1.202 -3.576 0.930
H -0.192 -4.446 -2.501
H 0.692 -3.950 -1.020
H 0.731 -2.928 -2.471
C -0.878 -0.258 -3.812
C 0.329 -0.575 -4.533
C 0.223 -1.334 -5.692
C -1.019 -1.565 -6.294
C -2.185 -1.077 -5.685
C -2.148 -0.388 -4.487
O -0.814 0.070 -2.554
H -0.850 -1.393 -1.226
H 1.280 -0.360 -4.049
H 1.135 -1.645 -6.199
H -1.075 -2.116 -7.239
H -3.166 -1.294 -6.119
H -3.035 0.108 -4.060
C -2.441 0.120 5.137
C -1.822 1.341 4.452
C -1.426 1.055 3.067
N -1.149 0.856 1.953
H -3.315 -0.221 4.585
H -2.759 0.345 6.151
H -1.728 -0.702 5.188
H -2.550 2.172 4.443
H -0.942 1.702 5.017

---

Least stable structure: ii

---

i:
24
Properties=species:S:1:pos:R:3 method="wB97M-V/def2-TZVPD" homo_lumo_gap_ev=9.07 smiles="C[NH+](C)[C@H]1C=CC=C[C@@H]1O" charge=+1
C -1.366 0.151 1.287
N -1.195 -0.346 -0.088
C -2.323 0.093 -0.876
C 0.258 0.024 -0.448
C 0.634 1.382 0.041
C 1.969 1.676 0.063
C 2.938 0.637 -0.127
C 2.718 -0.650 0.216
C 1.312 -1.255 0.317
O 1.066 -2.366 -0.563
H -0.506 0.511 1.813
H -2.001 0.983 1.159
H -1.884 -0.638 1.921
H -1.190 -1.345 -0.077
H -2.385 1.120 -0.856
H -2.517 -0.363 -1.911
H -3.165 -0.242 -0.320
H 0.451 -0.106 -1.533
H -0.079 2.186 0.134
H 2.154 2.702 0.263
H 3.928 0.745 -0.423
H 3.408 -1.451 0.065
H 1.107 -1.422 1.420
H 1.845 -2.864 -0.790

---

ii:
24
Properties=species:S:1:pos:R:3 method="wB97M-V/def2-TZVPD" homo_lumo_gap_ev="6.59 / 6.58" charge=+1
C 0.549 0.704 -1.147
C 0.731 -1.794 -0.046
C -0.595 -1.062 0.403
C -0.505 0.285 -0.176
C 1.819 0.399 -0.354
C -1.867 -1.834 -0.037
C -1.310 1.406 0.431
C 2.720 1.387 0.182
N 1.840 -0.801 0.161
O 2.797 -1.253 0.854
H 0.545 0.147 -2.117
H 0.424 1.825 -1.279
H 1.036 -2.545 0.625
H 0.728 -1.984 -1.212
H -0.490 -0.961 1.482
H -2.703 -1.399 0.490
H -1.615 -2.839 -0.077
H -2.022 -1.601 -1.053
H -0.768 1.798 1.251
H -2.273 1.234 0.907
H -1.410 2.197 -0.322
H 2.478 1.586 1.179
H 2.587 2.351 -0.396
H 3.726 1.117 0.091

---

Least stable structure: ii